*one*
DFT (ωB97M-V/def2-TZVPD) results for an isolated ion of composition C6H12O and charge +1.

Cartesian coordinates (Å):
C 1.964 0.657 0.049
O 3.174 0.487 0.825
C 1.486 -0.601 -0.616
C 0.328 -1.347 0.078
C -0.892 -0.640 0.566
C -1.656 0.217 -0.166
C -3.047 0.752 -0.004
H 2.232 1.444 -0.880
H 1.234 1.143 0.715
H 3.839 0.744 0.222
H 2.444 -1.062 -0.796
H 1.108 -0.554 -1.705
H 0.852 -1.683 1.060
H 0.017 -2.337 -0.440
H -1.406 -0.887 1.526
H -1.185 1.008 -0.716
H -3.424 1.559 -0.667
H -3.861 0.099 -0.003
H -3.208 1.000 0.954

Properties
HOMO level (alpha / beta)	-14.2 / -14.2	eV
LUMO level (alpha / beta)	-5.21 / -8.34	eV
total charge	+1
spin multiplicity	2

Charges per atom according to Löwdin partitioning, unit e: number 1, C, carries -0.264; number 2, O, carries -0.046; number 3, C, carries -0.205; number 4, C, carries -0.151; number 5, C, carries 0.056; number 6, C, carries 0.055; number 7, C, carries -0.005; number 8, H, carries 0.183; number 9, H, carries 0.111; number 10, H, carries 0.063; number 11, H, carries 0.120; number 12, H, carries 0.141; number 13, H, carries 0.161; number 14, H, carries 0.183; number 15, H, carries 0.170; number 16, H, carries 0.141; number 17, H, carries 0.126; number 18, H, carries 0.090; number 19, H, carries 0.072



*two*
DFT (ωB97M-V/def2-TZVPD) results for a 2-piece molecular cluster, C6H12O overall.

Cartesian coordinates (Å):
C -0.815 2.089 -0.617
C -0.261 0.721 -0.252
C -0.541 0.008 0.929
C -1.573 0.551 1.897
C -0.017 -1.062 -1.961
C 0.379 0.090 -1.418
H -0.090 2.769 -1.044
H -1.633 1.885 -1.319
H -1.331 2.482 0.249
H 0.086 -0.819 1.243
H -2.127 -0.232 2.402
H -1.083 1.317 2.504
H -2.313 1.072 1.293
H -0.655 -1.777 -1.461
H 0.568 -1.395 -2.804
H 1.200 0.686 -1.804
H 4.017 -2.334 0.673
H 3.039 -3.425 0.483
O 3.149 -2.625 1.008

Properties
HOMO level (alpha / beta)	-14.4 / -14.4	eV
LUMO level (alpha / beta)	-4.65 / -7.85	eV
total charge	+1
spin multiplicity	2

Charges per atom according to Löwdin partitioning, unit e: number 1, C, carries 0.011; number 2, C, carries -0.147; number 3, C, carries 0.080; number 4, C, carries -0.021; number 5, C, carries 0.117; number 6, C, carries -0.110; number 7, H, carries 0.110; number 8, H, carries 0.128; number 9, H, carries 0.073; number 10, H, carries 0.142; number 11, H, carries 0.099; number 12, H, carries 0.125; number 13, H, carries 0.081; number 14, H, carries 0.090; number 15, H, carries 0.086; number 16, H, carries 0.131; number 17, H, carries 0.046; number 18, H, carries 0.032; number 19, O, carries -0.075



*three*
DFT (ωB97M-V/def2-TZVPD) results for a 2-piece molecular cluster, C6H12O overall.

Cartesian coordinates (Å):
C -2.312 -0.697 -1.003
C -1.176 -0.705 -0.057
C -1.416 -0.904 1.308
C 0.153 -0.424 -0.554
C 0.182 1.095 -0.489
C 0.865 1.735 0.457
H -2.796 0.281 -0.855
H -3.066 -1.445 -0.762
H -2.061 -0.797 -2.062
H -2.399 -0.877 1.781
H -0.595 -1.021 2.004
H 0.937 -0.818 0.085
H 0.303 -0.831 -1.549
H -0.377 1.625 -1.242
H 1.358 1.180 1.256
H 1.063 2.802 0.499
H 3.955 -0.776 0.102
H 3.967 0.682 0.549
O 3.413 -0.105 0.531

Properties
HOMO level (alpha / beta)	-14.4 / -14.3	eV
LUMO level (alpha / beta)	-4.28 / -7.80	eV
total charge	+1
spin multiplicity	2

Charges per atom according to Löwdin partitioning, unit e: number 1, C, carries -0.004; number 2, C, carries -0.244; number 3, C, carries 0.251; number 4, C, carries -0.154; number 5, C, carries -0.101; number 6, C, carries 0.094; number 7, H, carries 0.128; number 8, H, carries 0.111; number 9, H, carries 0.108; number 10, H, carries 0.113; number 11, H, carries 0.105; number 12, H, carries 0.117; number 13, H, carries 0.140; number 14, H, carries 0.120; number 15, H, carries 0.076; number 16, H, carries 0.090; number 17, H, carries 0.052; number 18, H, carries 0.050; number 19, O, carries -0.053



Result of the stability comparison: *one* is the least stable of them.



*one*
DFT (ωB97M-V/def2-TZVPD) results for a single C8H20N2Si molecule.

Cartesian coordinates (Å):
C 2.026 -0.879 -0.717
C 1.281 1.067 0.680
C 2.410 0.151 0.375
C 3.519 1.015 -0.196
C 0.171 -2.174 0.441
C -1.806 1.975 -1.046
C -2.291 0.392 1.641
C -2.961 -1.186 -0.906
N 0.573 -1.283 -0.556
N -0.129 -0.105 -0.539
Si -1.826 0.244 -0.215
H 2.057 -0.291 -1.657
H 2.627 -1.767 -0.633
H 0.681 0.877 1.560
H 1.065 2.086 0.297
H 2.646 -0.289 1.334
H 3.046 1.730 -0.692
H 4.306 0.472 -0.803
H 3.940 1.605 0.621
H -0.841 -2.502 0.339
H 0.902 -3.038 0.442
H 0.210 -1.766 1.460
H -1.262 1.784 -2.049
H -2.747 2.419 -1.196
H -1.196 2.686 -0.501
H -2.196 -0.633 2.021
H -1.442 0.963 1.936
H -3.205 0.855 1.682
H -2.981 -1.317 -1.937
H -2.568 -2.112 -0.550
H -4.010 -0.979 -0.637

Properties
HOMO level (alpha / beta)	-7.2 / -7.2	eV
LUMO level (alpha / beta)	0.76 / 0.76	eV
total charge	0

Charges per atom according to Löwdin partitioning, unit e: number 1, C, carries -0.099; number 2, C, carries 0.042; number 3, C, carries -0.411; number 4, C, carries -0.081; number 5, C, carries -0.121; number 6, C, carries -0.180; number 7, C, carries -0.161; number 8, C, carries -0.155; number 9, N, carries -0.280; number 10, N, carries -0.092; number 11, Si, carries 0.508; number 12, H, carries 0.131; number 13, H, carries 0.111; number 14, H, carries 0.041; number 15, H, carries 0.085; number 16, H, carries 0.127; number 17, H, carries 0.017; number 18, H, carries 0.111; number 19, H, carries 0.087; number 20, H, carries 0.047; number 21, H, carries 0.108; number 22, H, carries 0.086; number 23, H, carries 0.057; number 24, H, carries -0.013; number 25, H, carries 0.006; number 26, H, carries 0.032; number 27, H, carries -0.009; number 28, H, carries -0.011; number 29, H, carries -0.009; number 30, H, carries -0.009; number 31, H, carries 0.035



*two*
DFT (ωB97M-V/def2-TZVPD) results for a 2-piece molecular cluster, C8H20N2Si overall.

Cartesian coordinates (Å):
C 1.037 2.401 -0.150
C 3.095 -0.937 1.043
C 2.362 -0.999 -0.019
C 2.937 -0.531 -1.344
C -1.087 2.295 -1.154
C -0.799 -1.620 1.971
C -1.588 -1.561 -1.252
C -3.125 0.229 1.003
N -0.084 1.757 -0.171
N -0.309 0.695 0.472
Si -1.444 -0.537 0.465
H 1.700 2.023 0.591
H 0.978 3.328 -0.717
H 2.800 -1.248 2.071
H 4.214 -0.782 0.990
H 1.344 -1.280 -0.150
H 3.937 -0.895 -1.421
H 2.782 0.509 -1.403
H 2.395 -0.788 -2.163
H -0.515 2.666 -2.089
H -1.880 1.586 -1.449
H -1.717 3.200 -0.770
H 0.268 -1.314 2.024
H -1.442 -1.371 2.868
H -0.815 -2.672 1.701
H -2.358 -2.223 -1.074
H -1.685 -0.859 -2.117
H -0.705 -2.116 -1.364
H -3.180 1.309 0.847
H -3.920 -0.383 0.690
H -3.194 0.118 2.070

Properties
HOMO level	-7.8	eV
LUMO level	0.75	eV
total charge	0

Charges per atom according to Löwdin partitioning, unit e: number 1, C, carries 0.019; number 2, C, carries -0.040; number 3, C, carries -0.249; number 4, C, carries -0.087; number 5, C, carries -0.033; number 6, C, carries -0.167; number 7, C, carries -0.150; number 8, C, carries -0.175; number 9, N, carries -0.351; number 10, N, carries -0.079; number 11, Si, carries 0.482; number 12, H, carries 0.078; number 13, H, carries 0.077; number 14, H, carries 0.060; number 15, H, carries 0.080; number 16, H, carries 0.051; number 17, H, carries 0.072; number 18, H, carries 0.044; number 19, H, carries 0.031; number 20, H, carries 0.108; number 21, H, carries 0.065; number 22, H, carries 0.119; number 23, H, carries -0.002; number 24, H, carries 0.036; number 25, H, carries 0.005; number 26, H, carries -0.023; number 27, H, carries 0.030; number 28, H, carries -0.018; number 29, H, carries 0.019; number 30, H, carries -0.004; number 31, H, carries 0.004



Result of the stability comparison: *two* is the least stable of them.



*one*
DFT (ωB97M-V/def2-TZVPD) results for a 2-piece molecular cluster, CH7NO overall.

Cartesian coordinates (Å):
C -1.290 -0.543 -0.111
N -0.828 0.894 -0.175
H -1.003 -0.864 -1.184
H -0.987 -1.294 0.627
H -2.351 -0.490 0.050
H -0.976 1.139 0.825
H 0.263 0.935 -0.358
O 2.658 -0.053 -0.171
H 1.872 0.595 -0.216
H 2.642 -0.320 0.713

Properties
HOMO level	-10.1	eV
LUMO level	0.71	eV
SMILES	CN.O
total charge	0

Charges per atom according to Löwdin partitioning, unit e: number 1, C, carries -0.206; number 2, N, carries -0.089; number 3, H, carries 0.096; number 4, H, carries 0.057; number 5, H, carries 0.048; number 6, H, carries 0.057; number 7, H, carries 0.061; number 8, O, carries -0.058; number 9, H, carries 0.042; number 10, H, carries -0.007



*two*
DFT (ωB97M-V/def2-TZVPD) results for CH7NO as an isolated structure.

Cartesian coordinates (Å):
C -1.325 -0.530 0.151
H 2.188 -1.135 -0.168
H 2.123 0.668 -0.290
H -0.171 0.817 -0.933
H -0.887 1.640 0.630
H -1.599 -0.735 1.280
H -2.259 -0.173 -0.468
H -0.760 -1.165 -0.540
N -0.363 0.689 0.138
O 3.052 -0.074 0.199

Properties
HOMO level	-9.6	eV
LUMO level	0.14	eV
total charge	0

Charges per atom according to Löwdin partitioning, unit e: number 1, C, carries -0.204; number 2, H, carries 0.220; number 3, H, carries 0.144; number 4, H, carries 0.068; number 5, H, carries 0.140; number 6, H, carries 0.100; number 7, H, carries 0.077; number 8, H, carries 0.044; number 9, N, carries -0.187; number 10, O, carries -0.403



Result of the stability comparison: *two* is the least stable of them.



*one*
DFT (ωB97M-V/def2-TZVPD) results for a 3-piece molecular cluster, CH2ClNO2S2 overall.

Cartesian coordinates (Å):
C 2.507 1.050 -0.090
N 3.478 0.677 -0.640
O -2.650 1.955 -0.367
O -2.208 -0.131 0.813
S 1.146 1.563 0.543
S -2.619 0.483 -0.405
Cl -1.469 -3.094 0.255
H 4.404 0.272 -0.826
H -2.589 -2.775 0.717

Properties
HOMO level	-9.5	eV
LUMO level	-1.23	eV
total charge	0

Charges per atom according to Löwdin partitioning, unit e: number 1, C, carries -0.880; number 2, N, carries 0.139; number 3, O, carries -0.448; number 4, O, carries -0.489; number 5, S, carries 0.658; number 6, S, carries 0.864; number 7, Cl, carries 0.310; number 8, H, carries 0.118; number 9, H, carries -0.272



*two*
DFT (ωB97M-V/def2-TZVPD) results for a single CH2ClNO2S2 molecule.

Cartesian coordinates (Å):
O 0.642 0.479 2.178
S 0.185 1.511 1.313
O -1.025 2.185 1.483
Cl 1.674 2.888 1.381
N 0.368 0.538 -0.487
C 0.413 -0.765 -0.179
S -0.137 -1.897 -1.184
H -0.312 0.911 -1.205
H 1.157 -0.753 0.643

Properties
HOMO level	-9.2	eV
LUMO level	-1.75	eV
SMILES	O=S(=O)(Cl)NC=S
total charge	0

Charges per atom according to Löwdin partitioning, unit e: number 1, O, carries -0.366; number 2, S, carries 0.379; number 3, O, carries -0.305; number 4, Cl, carries 0.403; number 5, N, carries -0.102; number 6, C, carries -0.879; number 7, S, carries 0.680; number 8, H, carries 0.118; number 9, H, carries 0.071



Result of the stability comparison: *two* is the least stable of them.



*one*
DFT (ωB97M-V/def2-TZVPD) results for a 2-piece molecular cluster, C3H12N4 overall.

Cartesian coordinates (Å):
C 1.953 -0.358 -1.862
N 1.012 0.478 -1.129
C -0.191 0.539 -1.492
N -0.769 -0.093 -2.617
H 2.257 -1.166 -1.201
H 2.834 0.241 -2.086
H 1.543 -0.815 -2.759
H -0.887 1.141 -0.902
H -1.749 0.132 -2.706
H -0.298 0.143 -3.481
N -1.556 0.808 2.450
C -0.516 -0.148 2.847
N 0.221 -0.827 1.794
H -1.132 1.668 2.124
H -2.102 0.435 1.681
H 0.203 0.397 3.455
H -0.984 -0.914 3.466
H -0.386 -1.489 1.326
H 0.546 -0.171 1.090

Properties
HOMO level	-8.7	eV
LUMO level	0.74	eV
SMILES	C/N=C\N.NCN
total charge	0

Charges per atom according to Löwdin partitioning, unit e: number 1, C, carries -0.127; number 2, N, carries -0.045; number 3, C, carries -0.313; number 4, N, carries 0.056; number 5, H, carries 0.076; number 6, H, carries 0.074; number 7, H, carries 0.055; number 8, H, carries 0.103; number 9, H, carries 0.071; number 10, H, carries 0.080; number 11, N, carries -0.017; number 12, C, carries -0.375; number 13, N, carries -0.007; number 14, H, carries 0.051; number 15, H, carries 0.047; number 16, H, carries 0.099; number 17, H, carries 0.098; number 18, H, carries 0.054; number 19, H, carries 0.020



*two*
DFT (ωB97M-V/def2-TZVPD) results for a 3-piece molecular cluster, C3H12N4 overall.

Cartesian coordinates (Å):
C -0.523 1.237 -1.154
N -0.729 0.619 -2.419
N -1.343 0.771 -0.093
H -2.205 0.312 -0.382
H -1.472 1.470 0.631
H 0.120 0.204 -2.798
H -1.448 -0.098 -2.469
H -0.404 2.320 -1.200
H 0.701 0.511 -0.592
N -0.683 -1.811 1.110
N 2.382 0.230 1.024
C 0.062 -0.628 1.205
C 1.229 -0.406 0.437
H -0.601 -2.260 0.207
H -1.659 -1.708 1.364
H 2.962 -0.420 1.542
H 2.134 1.002 1.631
H -0.049 -0.100 2.146
H 1.527 -1.247 -0.188

Properties
HOMO level	-6.1	eV
LUMO level	0.92	eV
total charge	0

Charges per atom according to Löwdin partitioning, unit e: number 1, C, carries -0.395; number 2, N, carries -0.020; number 3, N, carries -0.015; number 4, H, carries 0.093; number 5, H, carries 0.096; number 6, H, carries 0.063; number 7, H, carries 0.057; number 8, H, carries 0.089; number 9, H, carries 0.128; number 10, N, carries 0.020; number 11, N, carries -0.020; number 12, C, carries -0.243; number 13, C, carries -0.333; number 14, H, carries 0.076; number 15, H, carries 0.067; number 16, H, carries 0.061; number 17, H, carries 0.059; number 18, H, carries 0.109; number 19, H, carries 0.110



Result of the stability comparison: *two* is the least stable of them.



*one*
DFT (ωB97M-V/def2-TZVPD) results for CH8N3Si as an isolated structure.

Cartesian coordinates (Å):
C 1.101 0.375 -0.903
N 0.863 0.700 0.389
N 0.421 -0.605 -1.371
N -0.046 -0.205 0.969
Si -0.696 -1.403 -0.228
H 1.707 0.966 -1.466
H -1.555 1.996 1.806
H 1.039 1.532 0.832
H 0.564 -0.874 -2.317
H -1.051 1.469 1.532
H -0.017 -0.086 2.012
H -2.125 -1.162 -0.506
H -0.205 -2.705 -0.750

Properties
HOMO level	-13.8	eV
LUMO level	-4.11	eV
total charge	+1

Charges per atom according to Löwdin partitioning, unit e: number 1, C, carries -0.126; number 2, N, carries 0.013; number 3, N, carries -0.014; number 4, N, carries -0.155; number 5, Si, carries 0.744; number 6, H, carries 0.133; number 7, H, carries 0.082; number 8, H, carries 0.120; number 9, H, carries 0.121; number 10, H, carries 0.011; number 11, H, carries 0.120; number 12, H, carries -0.030; number 13, H, carries -0.019



*two*
DFT (ωB97M-V/def2-TZVPD) results for an isolated ion of composition CH8N3Si and charge +1.

Cartesian coordinates (Å):
N 1.442 0.595 0.385
C 1.341 -0.604 -0.087
N 0.221 -1.184 -0.232
Si -1.444 -0.455 0.250
N -0.975 1.206 -0.126
H 2.273 1.042 0.648
H 0.594 1.186 0.431
H 2.332 -1.131 -0.457
H 0.212 -2.057 -0.608
H -2.001 -1.331 -0.777
H -1.834 -0.559 1.603
H -1.516 2.027 0.002
H -0.646 1.263 -1.033

Properties
HOMO level	-15.1	eV
LUMO level	-3.47	eV
SMILES	N/C=[NH+]\[SiH2]N
total charge	+1

Charges per atom according to Löwdin partitioning, unit e: number 1, N, carries 0.154; number 2, C, carries -0.248; number 3, N, carries -0.017; number 4, Si, carries 0.736; number 5, N, carries -0.099; number 6, H, carries 0.118; number 7, H, carries 0.061; number 8, H, carries 0.204; number 9, H, carries 0.063; number 10, H, carries -0.022; number 11, H, carries -0.039; number 12, H, carries 0.060; number 13, H, carries 0.030



Result of the stability comparison: *one* is the least stable of them.